No. 1
{
  "formula": "C27H24ClN8OS3W",
  "method": "ωB97M-V/def2-TZVPD",
  "elements": ["W", "Cl", "C", "C", "C", "C", "O", "C", "C", "N", "C", "C", "C", "C", "C", "C", "C", "C", "N", "C", "C", "H", "H", "H", "H", "H", "H", "H", "H", "H", "H", "C", "C", "N", "C", "C", "S", "C", "C", "S", "C", "N", "C", "H", "H", "H", "H", "H", "H", "H", "H", "C", "C", "N", "N", "C", "S", "N", "N", "H", "H", "H", "H", "H", "H"],
  "positions_angstrom": [[-0.526411, 0.463057, -0.564289], [-3.756845, 0.641100, 6.023459], [-3.186488, 0.394671, 4.426084], [-3.939066, -0.366172, 3.525863], [-3.497720, -0.580896, 2.230825], [-2.301153, -0.021490, 1.813608], [-1.896307, -0.267699, 0.545081], [-1.521363, 0.740398, 2.706428], [-0.230434, 1.250276, 2.390438], [0.365060, 1.187373, 1.232061], [1.717927, 1.641881, 1.107497], [2.419522, 2.415978, 1.995902], [3.783409, 2.706426, 1.767015], [4.440964, 2.212875, 0.675374], [3.740950, 1.421497, -0.267404], [4.340154, 0.841453, -1.407118], [3.592878, 0.061477, -2.254374], [2.229259, -0.112973, -1.988598], [1.627104, 0.441176, -0.943241], [2.371409, 1.170402, -0.052502], [-1.983343, 0.932406, 4.025754], [-4.876154, -0.795395, 3.853653], [-4.081498, -1.173246, 1.540750], [0.312546, 1.690676, 3.221739], [1.959830, 2.817589, 2.887965], [4.310306, 3.317368, 2.486534], [5.492146, 2.416407, 0.522022], [5.392979, 1.009134, -1.597878], [4.029114, -0.413023, -3.121226], [1.607212, -0.705576, -2.651050], [-1.391159, 1.505902, 4.726841], [-2.629319, 1.462483, -3.653433], [-2.181346, 0.054725, -3.423715], [-1.413041, -0.399227, -2.437135], [-1.214917, -1.771863, -2.571681], [-1.809259, -2.328706, -3.655169], [-2.657144, -1.140250, -4.525766], [-0.448746, -2.444385, -1.533587], [-0.172297, -3.765746, -1.397834], [0.705228, -4.026843, 0.036062], [0.680647, -2.373468, 0.399783], [0.050782, -1.651315, -0.517036], [1.299300, -1.851276, 1.649136], [-2.716136, 2.006206, -2.716234], [-3.605927, 1.469118, -4.134844], [-1.954240, 1.981219, -4.342143], [-1.806998, -3.361431, -3.961949], [-0.448917, -4.581771, -2.044186], [1.813096, -2.646900, 2.184466], [0.528869, -1.448268, 2.308119], [2.027152, -1.071640, 1.425773], [0.870297, 4.931966, -3.690216], [-0.171405, 4.723178, -2.660784], [-0.952792, 5.620693, -2.159231], [-1.726611, 4.972907, -1.241115], [-1.450150, 3.680166, -1.154423], [-2.156441, 2.436811, -0.242558], [-0.451787, 3.501306, -2.052088], [0.127122, 2.239653, -2.233957], [0.790448, 5.951890, -4.058543], [0.740549, 4.249516, -4.531374], [1.869049, 4.797684, -3.270559], [-2.439292, 5.484368, -0.736669], [1.135386, 2.368939, -2.294893], [-0.191531, 1.856975, -3.127026]],
  "forces_ev_per_a": [[-0.103, 0.626, -0.356], [0.002, -0.004, -0.010], [0.092, 0.055, 0.003], [0.019, 0.003, -0.057], [-0.006, 0.122, 0.142], [-0.027, -0.074, -0.114], [0.033, -0.139, 0.088], [0.032, -0.005, 0.061], [-0.034, -0.053, -0.050], [0.069, 0.102, 0.106], [-0.013, -0.028, 0.008], [0.038, -0.010, -0.065], [-0.027, -0.022, -0.015], [-0.045, -0.005, -0.001], [-0.009, 0.019, 0.040], [-0.005, 0.002, -0.013], [-0.115, -0.008, 0.045], [0.076, 0.071, -0.003], [0.169, -0.043, 0.091], [0.029, 0.034, -0.028], [-0.144, -0.065, -0.020], [-0.018, -0.003, 0.015], [0.016, -0.014, -0.028], [0.001, -0.005, 0.003], [-0.030, 0.016, 0.009], [0.008, 0.008, 0.005], [0.019, -0.002, 0.000], [0.017, -0.005, 0.001], [0.012, -0.005, -0.009], [0.014, -0.002, 0.005], [0.009, 0.005, 0.019], [0.042, -0.004, 0.018], [-0.082, 0.083, -0.070], [-0.099, -0.035, 0.004], [-0.029, -0.137, -0.092], [0.050, 0.083, 0.104], [0.008, -0.039, 0.031], [0.023, -0.066, -0.016], [-0.029, 0.097, 0.001], [0.022, -0.011, -0.008], [-0.039, 0.077, -0.080], [-0.015, -0.346, 0.121], [0.001, 0.003, 0.016], [-0.014, -0.047, -0.042], [-0.016, -0.003, -0.002], [-0.001, 0.023, 0.027], [0.004, -0.028, -0.007], [-0.014, -0.018, -0.028], [-0.003, -0.012, -0.005], [0.008, 0.007, 0.005], [0.004, 0.011, 0.021], [-0.005, -0.001, -0.014], [0.007, 0.078, 0.008], [0.029, 0.041, -0.045], [-0.007, -0.139, -0.050], [0.041, -0.002, -0.060], [0.185, -0.100, 0.098], [-0.161, -0.051, 0.188], [-0.151, -0.048, -0.078], [0.008, 0.005, 0.006], [0.007, -0.001, -0.014], [0.015, -0.005, -0.008], [0.027, -0.002, -0.004], [0.017, -0.082, 0.097], [0.089, 0.095, 0.003]],
  "nbo_charge": [1.7238, 0.1063, -0.0678, -0.1046, -0.2622, 0.4069, -0.7199, -0.2435, 0.2484, -0.5717, 0.0551, -0.1628, -0.1661, -0.1621, -0.0249, -0.0759, -0.2583, 0.0836, -0.5542, 0.2021, -0.1257, 0.2637, 0.2540, 0.2178, 0.2424, 0.2621, 0.2550, 0.2622, 0.2697, 0.2237, 0.2462, -0.6928, 0.0828, -0.5732, 0.0944, -0.3857, 0.6483, 0.0815, -0.3901, 0.6485, 0.0963, -0.5406, -0.6678, 0.2449, 0.2866, 0.2358, 0.2848, 0.2831, 0.2720, 0.2490, 0.2335, -0.6819, 0.3722, -0.1797, -0.3257, 0.2557, -0.0109, -0.2333, -0.5997, 0.3002, 0.2455, 0.2501, 0.4645, 0.4164, 0.4119],
  "gap_ev": [6.7, 6.5],
  "multiplicity": 3,
  "charge": 3,
  "homo_ha": [-0.58451, -0.58873]
}

No. 2
{
  "formula": "C28H27CoIN5OSb",
  "method": "ωB97M-V/def2-TZVPD",
  "elements": ["Co", "C", "C", "C", "C", "C", "C", "N", "Sb", "C", "C", "C", "C", "C", "C", "N", "C", "C", "C", "C", "C", "C", "N", "H", "H", "H", "H", "H", "H", "H", "H", "H", "H", "H", "H", "H", "H", "H", "H", "H", "H", "O", "C", "C", "C", "C", "C", "C", "C", "N", "C", "C", "N", "H", "H", "H", "H", "H", "H", "H", "I", "C", "H", "H"],
  "positions_angstrom": [[0.355612, -0.090340, -0.005870], [-1.588752, -2.687571, -0.884782], [-1.141013, -2.820173, 0.545407], [-1.822108, -3.610875, 1.459788], [-1.378987, -3.669994, 2.770229], [-0.249335, -2.953016, 3.136723], [0.398108, -2.187907, 2.173497], [-0.051853, -2.128020, 0.908200], [2.252308, -1.191046, 2.684566], [1.542587, 0.855725, 2.647618], [1.859224, 1.638029, 3.752149], [1.522598, 2.981558, 3.748964], [0.871627, 3.499011, 2.645827], [0.564824, 2.672367, 1.572595], [-0.195620, 3.206892, 0.394858], [0.911259, 1.371136, 1.570858], [3.037705, -1.106806, 0.708380], [4.315634, -1.570131, 0.646615], [4.912168, -1.712431, -0.667290], [4.249991, -1.325787, -1.759089], [2.896242, -0.644813, -1.689762], [1.961148, -1.344591, -2.679239], [2.273317, -0.688964, -0.335026], [-2.621012, -3.012386, -1.008006], [-1.510063, -1.649953, -1.217311], [-0.952079, -3.294068, -1.534699], [-2.703518, -4.154407, 1.143556], [-1.912540, -4.266194, 3.500549], [0.127821, -2.982951, 4.151139], [2.370411, 1.193772, 4.595937], [1.762882, 3.615871, 4.594855], [0.583165, 4.541569, 2.607580], [-0.341370, 4.281637, 0.486153], [0.330084, 3.002054, -0.540131], [-1.173441, 2.719871, 0.340016], [4.825852, -1.908615, 1.538404], [5.882665, -2.188051, -0.761648], [4.657834, -1.480922, -2.754069], [2.344098, -1.296208, -3.701637], [1.891305, -2.393170, -2.384604], [0.956434, -0.926477, -2.659950], [-1.456568, 0.066093, 0.829628], [-2.674313, 0.255872, 0.433830], [-3.750602, -0.090324, 1.285975], [-5.061591, 0.073256, 0.901712], [-5.378913, 0.586781, -0.362853], [-4.345896, 0.926151, -1.209537], [-2.998812, 0.782649, -0.836246], [-1.928395, 1.206377, -1.740584], [-0.640851, 0.861353, -1.745467], [-0.052621, 1.540127, -2.809207], [-0.980795, 2.276531, -3.457421], [-2.156102, 2.062543, -2.766657], [-3.493257, -0.492663, 2.260773], [-5.859162, -0.204663, 1.582095], [-6.409791, 0.706436, -0.675826], [-4.600167, 1.293600, -2.199481], [0.989273, 1.443298, -3.070015], [-0.909913, 2.929945, -4.312814], [-3.039435, 2.490385, -2.969231], [3.720256, 1.448762, -3.906664], [3.061917, 0.874075, -1.940568], [2.126480, 1.408561, -1.762072], [3.824048, 1.261229, -1.270720]],
  "forces_ev_per_a": [[0.253, -0.047, -0.123], [0.089, -0.022, 0.089], [0.148, 0.176, -0.051], [-0.045, -0.058, 0.049], [-0.006, 0.042, -0.002], [0.007, -0.005, -0.117], [-0.121, -0.090, -0.317], [-0.094, 0.017, 0.313], [-0.080, 0.092, -0.150], [-0.137, 0.175, -0.175], [-0.061, 0.008, -0.108], [0.005, 0.037, 0.013], [-0.006, 0.061, 0.083], [-0.023, -0.292, -0.064], [0.019, -0.097, 0.008], [0.045, -0.003, 0.225], [-0.385, 0.111, -0.284], [0.170, -0.061, -0.261], [0.006, -0.059, 0.173], [-0.114, 0.123, -0.014], [0.007, 0.013, 0.223], [0.063, -0.001, -0.004], [0.266, -0.003, 0.005], [0.012, -0.005, 0.013], [-0.010, -0.086, 0.039], [-0.017, 0.019, 0.031], [0.031, 0.002, 0.019], [0.014, 0.000, -0.012], [-0.011, -0.020, -0.007], [-0.004, 0.006, 0.013], [-0.012, -0.031, -0.043], [0.019, -0.028, 0.003], [0.011, 0.004, 0.012], [-0.028, 0.024, 0.068], [0.089, 0.032, 0.018], [0.038, 0.022, -0.073], [-0.020, 0.021, -0.006], [-0.015, 0.014, 0.090], [-0.029, 0.024, 0.044], [0.013, 0.030, -0.027], [-0.091, 0.086, -0.014], [-0.469, 0.316, 0.138], [0.406, -0.215, 0.076], [-0.180, -0.016, 0.119], [0.049, 0.014, -0.019], [0.062, -0.018, 0.006], [0.030, 0.058, -0.030], [-0.008, 0.138, -0.238], [0.049, -0.107, -0.166], [0.263, 0.133, 0.132], [-0.100, -0.280, 0.002], [-0.193, 0.078, 0.164], [0.039, 0.093, -0.189], [-0.022, 0.031, -0.074], [0.039, 0.005, -0.011], [0.102, -0.029, 0.031], [0.054, -0.015, 0.010], [-0.370, -0.045, -0.063], [-0.046, -0.105, 0.108], [-0.091, 0.028, 0.019], [0.025, -0.001, -0.037], [0.016, -0.168, 0.208], [0.333, -0.120, 0.114], [0.013, -0.007, 0.021]],
  "nbo_charge": [1.5301, -0.6492, 0.2678, -0.2487, -0.1493, -0.2748, -0.0718, -0.5483, 1.0408, -0.0690, -0.2772, -0.1453, -0.2505, 0.2568, -0.6515, -0.5516, -0.0607, -0.4314, -0.1996, -0.2370, 0.0420, -0.6277, -0.8294, 0.2243, 0.2321, 0.2332, 0.2203, 0.2185, 0.2209, 0.2232, 0.2201, 0.2192, 0.2175, 0.2319, 0.2454, 0.2107, 0.2080, 0.2104, 0.2186, 0.2219, 0.2057, -0.8620, 0.3879, -0.2858, -0.1776, -0.2903, -0.1727, -0.1981, 0.3966, -0.6190, -0.1082, -0.0880, -0.5162, 0.2180, 0.2093, 0.2122, 0.1885, 0.2349, 0.2290, 0.4220, 0.0243, -0.4815, 0.1987, 0.2316],
  "gap_ev": [6.7, 6.6],
  "multiplicity": 4,
  "homo_ha": [-0.23496, -0.23455]
}

Number 1: F_max 0.73 eV/Å. Number 2: F_max 0.58 eV/Å.